This record from the OMol25 dataset describes an isolated molecule of C15H21N3O2S in a non-equilibrium geometry. The level of theory is ωB97M-V/def2-TZVPD.

The geometry in ORCA input format:
```
! wB97M-V def2-TZVPD RIJCOSX def2/J DEFGRID3
* xyz 0 1
C 3.2155 -1.4853 -5.0710
H 2.7911 -2.3223 -5.6211
C 2.1233 -0.7097 -4.3471
C 1.3758 -1.5881 -3.3511
O 0.3776 -0.8108 -2.7239
C -0.3748 -1.5259 -1.7807
C -1.3978 -0.5708 -1.1507
C -0.6894 0.4906 -0.3118
H 0.0821 0.9563 -0.9241
H -0.2221 -0.0116 0.5373
C -1.6841 1.5419 0.1927
C -1.0411 2.4788 1.1439
N -0.8256 3.7316 0.9058
N -0.1633 4.2054 1.9874
C 0.0564 3.2393 2.9154
S 0.8201 3.3998 4.3556
N -0.5256 2.1133 2.3669
C -0.5594 0.8422 2.9802
C 0.6316 0.2414 3.3671
C 0.6012 -1.0007 3.9740
C -0.6070 -1.6417 4.1901
C -1.7921 -1.0328 3.8130
C -1.7751 0.2137 3.2154
H -2.6984 0.7038 2.9467
H -2.7361 -1.5243 3.9927
H -0.6260 -2.6130 4.6613
H 1.5257 -1.4676 4.2784
H 1.5672 0.7514 3.1980
H 0.1198 5.1684 2.0509
H -2.0677 2.1288 -0.6418
H -2.5129 1.0196 0.6720
O -2.2902 -1.2640 -0.3052
H -2.7458 -1.9438 -0.8129
H -1.9471 -0.0789 -1.9684
H 0.2743 -1.9450 -0.9954
H -0.9001 -2.3668 -2.2677
H 2.0709 -1.9865 -2.5950
H 0.9144 -2.4446 -3.8687
H 1.4041 -0.3126 -5.0645
H 2.5548 0.1341 -3.8074
H 3.7331 -0.8387 -5.7744
H 3.9427 -1.8749 -4.3622
*
```

Computed properties:
Strongest force on any atom ... 1.05 eV Å⁻¹
Kohn-Sham gap ... 8.357 eV
ΔE to the lowest compared entry with this formula, charge and spin ... 45.3 kcal/mol
SMILES ... CCCOC[C@@H](O)CCc1n[nH]c(=S)n1-c1ccccc1

=====

This record from the OMol25 dataset describes an isolated molecule of C15H21N3O3 in a non-equilibrium geometry. The level of theory is ωB97M-V/def2-TZVPD.

The geometry in ORCA input format:
```
! wB97M-V def2-TZVPD RIJCOSX def2/J DEFGRID3
* xyz 0 1
O 3.6112 1.1093 -2.1101
N 3.0190 1.9602 -1.4557
O 3.3869 3.1253 -1.3877
C 1.8159 1.6003 -0.8140
C 0.8508 2.6087 -0.6967
C -0.4390 2.3345 -0.3442
C -0.8354 1.0007 -0.0958
C 0.1468 0.0085 -0.1336
C 1.4852 0.2734 -0.4415
N 2.4252 -0.7098 -0.3352
C 3.8016 -0.4438 0.0273
H 3.8676 0.5293 0.5228
C 4.2921 -1.5215 0.9912
O 4.2664 -2.8160 0.4219
C 3.2871 -2.9538 -0.5860
C 2.0501 -2.1072 -0.2990
H 1.6398 -2.3959 0.6807
H 1.2969 -2.2994 -1.0676
H 3.7017 -2.6644 -1.5619
H 3.0264 -4.0147 -0.6161
H 5.3287 -1.3250 1.2764
H 3.6729 -1.5071 1.9020
H 4.4462 -0.4173 -0.8613
H -0.1288 -1.0044 0.0978
N -2.1286 0.7062 0.2120
C -3.2135 1.6141 -0.1012
H -2.9212 2.2339 -0.9515
C -4.4629 0.8205 -0.4761
C -4.9645 -0.0043 0.7128
C -3.7896 -0.3928 1.6144
H -3.6202 0.3807 2.3651
H -4.0052 -1.3225 2.1417
C -2.5093 -0.5603 0.8012
H -2.6573 -1.3313 0.0312
H -1.7086 -0.8916 1.4681
H -5.4701 -0.8986 0.3461
H -5.6898 0.5690 1.2914
H -5.2370 1.5077 -0.8177
H -4.2130 0.1635 -1.3109
H -3.4349 2.2754 0.7481
H -1.1438 3.1433 -0.2550
H 1.1541 3.6173 -0.9335
*
```

Computed properties:
Strongest force on any atom ... 1.35 eV Å⁻¹
Kohn-Sham gap ... 8.173 eV
ΔE to the lowest compared entry with this formula, charge and spin ... 120.1 kcal/mol
SMILES ... O=[N+]([O-])c1ccc(N2CCCCC2)cc1N1CCOCC1